A 15-piece molecular cluster, C60H165N15O15 overall at a distorted geometry, computed with ωB97M-V/def2-TZVPD.

Last columns: bonded neighbours and bond lengths (Å).
Element x y z (Å)
1 C 0.621 -5.318 -2.417  C2 1.569, H7 1.090, H8 1.090, H9 1.090
2 C -0.329 -6.510 -2.046  C1 1.569, C3 1.597, N6 1.445, H10 1.090
3 C -1.775 -5.886 -1.784  C2 1.597, O4 1.387, H11 1.090, H12 1.090
4 O -1.740 -4.902 -0.806  C3 1.387, C5 1.378
5 C -2.943 -4.243 -0.675  O4 1.378, H13 1.090, H14 1.090, H15 1.090
6 N -0.327 -7.615 -2.977  C2 1.445, H16 1.010, H17 1.010
7 H 0.264 -4.950 -3.379  C1 1.090
8 H 1.644 -5.672 -2.544  C1 1.090
9 H 0.680 -4.580 -1.616  C1 1.090
10 H 0.172 -6.904 -1.162  C2 1.090
11 H -2.371 -6.761 -1.526  C3 1.090
12 H -2.159 -5.514 -2.734  C3 1.090
13 H -2.949 -3.545 0.162  C5 1.090
14 H -3.764 -4.959 -0.622  C5 1.090
15 H -3.256 -3.718 -1.578  C5 1.090
16 H -0.845 -8.336 -2.494  N6 1.010
17 H -0.884 -7.352 -3.777  N6 1.010
18 C -3.892 3.822 3.729  C19 1.533, H24 1.090, H25 1.090, H26 1.090
19 C -4.753 2.554 3.710  C18 1.533, C20 1.517, N23 1.469, H27 1.090
20 C -4.056 1.342 4.301  C19 1.517, O21 1.459, H28 1.090, H29 1.090
21 O -3.819 1.426 5.737  C20 1.459, C22 1.415
22 C -3.215 0.252 6.245  O21 1.415, H30 1.090, H31 1.090, H32 1.090
23 N -5.930 2.876 4.526  C19 1.469, H33 1.010, H34 1.010
24 H -4.299 4.612 3.096  C18 1.090
25 H -2.931 3.576 3.278  C18 1.090
26 H -3.678 4.252 4.707  C18 1.090
27 H -5.029 2.343 2.677  C19 1.090
28 H -3.142 1.131 3.746  C20 1.090
29 H -4.753 0.514 4.175  C20 1.090
30 H -3.726 -0.687 6.031  C22 1.090
31 H -3.233 0.193 7.333  C22 1.090
32 H -2.216 0.120 5.829  C22 1.090
33 H -6.437 2.003 4.539  N23 1.010
34 H -5.460 2.970 5.415  N23 1.010
35 C 0.093 5.446 3.620  C36 1.591, H41 1.090, H42 1.090, H43 1.090
36 C 1.294 5.986 2.728  C35 1.591, C37 1.536, N40 1.462, H44 1.090
37 C 0.775 6.971 1.668  C36 1.536, O38 1.431, H45 1.090, H46 1.090
38 O 1.806 7.332 0.744  C37 1.431, C39 1.424
39 C 2.420 6.332 -0.063  O38 1.424, H47 1.090, H48 1.090, H49 1.090
40 N 2.276 6.620 3.607  C36 1.462, H50 1.010, H51 1.010
41 H 0.617 4.877 4.388  C35 1.090
42 H -0.467 4.718 3.034  C35 1.090
43 H -0.631 6.161 4.012  C35 1.090
44 H 1.796 5.161 2.221  C36 1.090
45 H 0.271 7.799 2.167  C37 1.090
46 H 0.014 6.524 1.028  C37 1.090
47 H 3.174 5.732 0.445  C39 1.090
48 H 2.905 6.755 -0.943  C39 1.090
49 H 1.677 5.751 -0.610  C39 1.090
50 H 3.048 6.973 3.059  N40 1.010
51 H 1.844 7.404 4.073  N40 1.010
52 C -5.349 6.832 -9.136  C53 1.508, H58 1.090, H59 1.090, H60 1.090
53 C -4.591 5.582 -9.504  C52 1.508, C54 1.565, N57 1.401, H61 1.090
54 C -4.489 4.679 -8.231  C53 1.565, O55 1.376, H62 1.090, H63 1.090
55 O -3.744 5.320 -7.268  C54 1.376, C56 1.436
56 C -3.370 4.405 -6.226  O55 1.436, H64 1.090, H65 1.090, H66 1.090
57 N -5.299 4.861 -10.475  C53 1.401, H67 1.010, H68 1.010
58 H -4.697 7.461 -8.529  C52 1.090
59 H -6.237 6.750 -8.510  C52 1.090
60 H -5.507 7.528 -9.960  C52 1.090
61 H -3.577 5.821 -9.827  C53 1.090
62 H -4.002 3.764 -8.570  C54 1.090
63 H -5.420 4.443 -7.715  C54 1.090
64 H -2.714 3.639 -6.639  C56 1.090
65 H -4.221 3.923 -5.745  C56 1.090
66 H -2.910 4.854 -5.345  C56 1.090
67 H -6.053 4.368 -10.018  N57 1.010
68 H -5.730 5.395 -11.216  N57 1.010
69 C -1.265 1.705 1.282  C70 1.538, H75 1.090, H76 1.090, H77 1.090
70 C -0.906 1.368 -0.175  C69 1.538, C71 1.524, N74 1.492, H78 1.090
71 C -0.643 -0.126 -0.310  C70 1.524, O72 1.438, H79 1.090, H80 1.090
72 O 0.353 -0.532 0.644  C71 1.438, C73 1.453
73 C 0.696 -1.932 0.460  O72 1.453, H81 1.090, H82 1.090, H83 1.090
74 N -2.075 1.850 -0.969  C70 1.492, H84 1.010, H85 1.010
75 H -0.382 1.547 1.902  C69 1.090
76 H -2.097 1.082 1.609  C69 1.090
77 H -1.633 2.727 1.369  C69 1.090
78 H -0.015 1.955 -0.400  C70 1.090
79 H -0.326 -0.393 -1.319  C71 1.090
80 H -1.556 -0.710 -0.193  C71 1.090
81 H 1.088 -2.078 -0.546  C73 1.090
82 H -0.225 -2.507 0.559  C73 1.090
83 H 1.403 -2.381 1.157  C73 1.090
84 H -2.384 2.747 -0.625  N74 1.010
85 H -1.701 2.086 -1.877  N74 1.010
86 C 4.434 -2.911 2.376  C87 1.475, H92 1.090, H93 1.090, H94 1.090
87 C 4.213 -4.254 2.944  C86 1.475, C88 1.566, N91 1.500, H95 1.090
88 C 5.492 -4.758 3.695  C87 1.566, O89 1.384, H96 1.090, H97 1.090
89 O 6.667 -4.885 2.975  C88 1.384, C90 1.429
90 C 7.750 -5.438 3.725  O89 1.429, H98 1.090, H99 1.090, H100 1.090
91 N 2.999 -4.181 3.822  C87 1.500, H101 1.010, H102 1.010
92 H 5.330 -2.926 1.756  C86 1.090
93 H 4.689 -2.157 3.120  C86 1.090
94 H 3.532 -2.497 1.925  C86 1.090
95 H 4.010 -4.982 2.159  C87 1.090
96 H 5.180 -5.738 4.055  C88 1.090
97 H 5.631 -4.150 4.589  C88 1.090
98 H 8.074 -4.842 4.578  C90 1.090
99 H 8.604 -5.482 3.049  C90 1.090
100 H 7.741 -6.481 4.041  C90 1.090
101 H 2.830 -5.122 4.149  N91 1.010
102 H 3.298 -3.653 4.630  N91 1.010
103 C 3.230 2.536 -0.054  C104 1.499, H109 1.090, H110 1.090, H111 1.090
104 C 3.747 1.426 -0.918  C103 1.499, C105 1.580, N108 1.431, H112 1.090
105 C 4.761 0.546 -0.085  C104 1.580, O106 1.454, H113 1.090, H114 1.090
106 O 5.543 -0.306 -0.966  C105 1.454, C107 1.448
107 C 6.545 0.454 -1.684  O106 1.448, H115 1.090, H116 1.090, H117 1.090
108 N 2.568 0.682 -1.243  C104 1.431, H118 1.010, H119 1.010
109 H 2.500 3.118 -0.618  C103 1.090
110 H 3.956 3.279 0.277  C103 1.090
111 H 2.814 2.277 0.919  C103 1.090
112 H 4.236 1.708 -1.851  C104 1.090
113 H 4.301 -0.100 0.663  C105 1.090
114 H 5.428 1.098 0.577  C105 1.090
115 H 6.176 1.314 -2.243  C107 1.090
116 H 7.058 -0.252 -2.337  C107 1.090
117 H 7.241 0.883 -0.963  C107 1.090
118 H 2.890 -0.267 -1.368  N108 1.010
119 H 1.973 0.625 -0.428  N108 1.010
120 C 2.511 -2.642 -6.346  C121 1.529, H126 1.090, H127 1.090, H128 1.090
121 C 1.136 -2.003 -6.147  C120 1.529, C122 1.558, N125 1.445, H129 1.090
122 C 0.579 -2.198 -4.705  C121 1.558, O123 1.468, H130 1.090, H131 1.090
123 O -0.800 -1.702 -4.620  C122 1.468, C124 1.409
124 C -1.509 -2.270 -3.543  O123 1.409, H132 1.090, H133 1.090, H134 1.090
125 N 1.290 -0.608 -6.493  C121 1.445, H135 1.010, H136 1.010
126 H 2.418 -3.695 -6.079  C120 1.090
127 H 3.196 -2.333 -5.557  C120 1.090
128 H 2.912 -2.608 -7.359  C120 1.090
129 H 0.462 -2.383 -6.915  C121 1.090
130 H 1.216 -1.679 -3.988  C122 1.090
131 H 0.631 -3.271 -4.520  C122 1.090
132 H -1.014 -2.172 -2.577  C124 1.090
133 H -1.648 -3.315 -3.820  C124 1.090
134 H -2.521 -1.868 -3.483  C124 1.090
135 H 1.650 -0.477 -7.427  N125 1.010
136 H 0.334 -0.290 -6.423  N125 1.010
137 C 0.808 4.525 -3.984  C138 1.562, H143 1.090, H144 1.090, H145 1.090
138 C 0.817 3.165 -3.216  C137 1.562, C139 1.574, N142 1.467, H146 1.090
139 C 0.049 1.982 -3.914  C138 1.574, O140 1.384, H147 1.090, H148 1.090
140 O -1.308 2.144 -3.696  C139 1.384, C141 1.461
141 C -2.199 1.261 -4.445  O140 1.461, H149 1.090, H150 1.090, H151 1.090
142 N 2.250 2.861 -3.146  C138 1.467, H152 1.010, H153 1.010
143 H 1.317 4.421 -4.942  C137 1.090
144 H 1.291 5.309 -3.401  C137 1.090
145 H -0.212 4.901 -4.067  C137 1.090
146 H 0.433 3.270 -2.202  C138 1.090
147 H 0.423 1.036 -3.520  C139 1.090
148 H 0.237 1.991 -4.987  C139 1.090
149 H -3.045 0.803 -3.934  C141 1.090
150 H -1.584 0.535 -4.978  C141 1.090
151 H -2.662 1.948 -5.153  C141 1.090
152 H 2.387 2.089 -2.510  N142 1.010
153 H 2.571 2.476 -4.023  N142 1.010
154 C 0.854 -6.166 2.117  C155 1.549, H160 1.090, H161 1.090, H162 1.090
155 C 0.798 -6.411 3.646  C154 1.549, C156 1.555, N159 1.470, H163 1.090
156 C -0.399 -7.287 4.115  C155 1.555, O157 1.387, H164 1.090, H165 1.090
157 O -0.387 -7.465 5.490  C156 1.387, C158 1.435
158 C -1.201 -8.553 5.952  O157 1.435, H166 1.090, H167 1.090, H168 1.090
159 N 2.062 -7.035 4.065  C155 1.470, H169 1.010, H170 1.010
160 H 0.305 -6.898 1.525  C154 1.090
161 H 1.864 -5.996 1.743  C154 1.090
162 H 0.269 -5.253 2.006  C154 1.090
163 H 0.727 -5.475 4.200  C155 1.090
164 H -0.280 -8.176 3.495  C156 1.090
165 H -1.322 -6.839 3.749  C156 1.090
166 H -0.816 -9.459 5.484  C158 1.090
167 H -2.264 -8.471 5.725  C158 1.090
168 H -1.054 -8.714 7.020  C158 1.090
169 H 1.855 -7.368 4.996  N159 1.010
170 H 2.077 -7.920 3.577  N159 1.010
171 C -1.953 5.645 -1.978  C172 1.502, H177 1.090, H178 1.090, H179 1.090
172 C -2.811 6.337 -0.958  C171 1.502, C173 1.523, N176 1.457, H180 1.090
173 C -2.827 5.538 0.339  C172 1.523, O174 1.438, H181 1.090, H182 1.090
174 O -3.404 4.232 0.174  C173 1.438, C175 1.365
175 C -4.763 4.100 0.186  O174 1.365, H183 1.090, H184 1.090, H185 1.090
176 N -2.281 7.657 -0.644  C172 1.457, H186 1.010, H187 1.010
177 H -2.583 4.822 -2.316  C171 1.090
178 H -0.981 5.322 -1.606  C171 1.090
179 H -1.746 6.274 -2.844  C171 1.090
180 H -3.816 6.345 -1.379  C172 1.090
181 H -3.225 6.047 1.216  C173 1.090
182 H -1.805 5.359 0.675  C173 1.090
183 H -5.249 4.872 0.782  C175 1.090
184 H -4.974 3.084 0.519  C175 1.090
185 H -5.221 4.215 -0.796  C175 1.090
186 H -1.453 7.581 -0.071  N176 1.010
187 H -2.110 8.269 -1.429  N176 1.010
188 C -4.547 -1.374 0.748  C189 1.559, H194 1.090, H195 1.090, H196 1.090
189 C -5.140 -0.003 0.300  C188 1.559, C190 1.587, N193 1.460, H197 1.090
190 C -4.903 0.305 -1.238  C189 1.587, O191 1.361, H198 1.090, H199 1.090
191 O -5.866 -0.326 -1.965  C190 1.361, C192 1.398
192 C -5.887 -0.010 -3.327  O191 1.398, H200 1.090, H201 1.090, H202 1.090
193 N -6.579 -0.126 0.512  C189 1.460, H203 1.010, H204 1.010
194 H -4.770 -1.488 1.809  C188 1.090
195 H -3.466 -1.326 0.619  C188 1.090
196 H -4.917 -2.201 0.142  C188 1.090
197 H -4.730 0.828 0.875  C189 1.090
198 H -3.914 -0.079 -1.489  C190 1.090
199 H -4.950 1.378 -1.419  C190 1.090
200 H -6.942 -0.099 -3.583  C192 1.090
201 H -5.230 -0.766 -3.757  C192 1.090
202 H -5.436 0.909 -3.703  C192 1.090
203 H -6.888 -0.259 -0.440  N193 1.010
204 H -6.908 0.799 0.750  N193 1.010
205 C -0.445 -2.088 7.310  C206 1.544, H211 1.090, H212 1.090, H213 1.090
206 C -0.231 -2.988 6.075  C205 1.544, C207 1.528, N210 1.455, H214 1.090
207 C -0.186 -2.221 4.754  C206 1.528, O208 1.430, H215 1.090, H216 1.090
208 O -1.511 -1.764 4.473  C207 1.430, C209 1.404
209 C -1.807 -1.472 3.133  O208 1.404, H217 1.090, H218 1.090, H219 1.090
210 N 1.045 -3.677 6.195  C206 1.455, H220 1.010, H221 1.010
211 H -1.373 -1.516 7.318  C205 1.090
212 H 0.341 -1.334 7.349  C205 1.090
213 H -0.300 -2.783 8.137  C205 1.090
214 H -1.013 -3.746 6.030  C206 1.090
215 H 0.177 -2.874 3.961  C207 1.090
216 H 0.572 -1.439 4.806  C207 1.090
217 H -1.269 -0.611 2.735  C209 1.090
218 H -2.841 -1.235 2.880  C209 1.090
219 H -1.410 -2.280 2.519  C209 1.090
220 H 1.811 -3.025 6.290  N210 1.010
221 H 1.242 -4.066 5.284  N210 1.010
222 C 3.548 -3.342 -2.160  C223 1.541, H228 1.090, H229 1.090, H230 1.090
223 C 5.080 -3.464 -2.276  C222 1.541, C224 1.562, N227 1.413, H231 1.090
224 C 5.787 -2.720 -3.453  C223 1.562, O225 1.385, H232 1.090, H233 1.090
225 O 7.170 -2.804 -3.452  C224 1.385, C226 1.433
226 C 7.875 -2.319 -4.602  O225 1.433, H234 1.090, H235 1.090, H236 1.090
227 N 5.596 -3.090 -1.015  C223 1.413, H237 1.010, H238 1.010
228 H 3.165 -4.136 -1.519  C222 1.090
229 H 3.061 -3.506 -3.122  C222 1.090
230 H 3.273 -2.345 -1.818  C222 1.090
231 H 5.301 -4.528 -2.366  C223 1.090
232 H 5.541 -1.666 -3.323  C224 1.090
233 H 5.399 -3.101 -4.397  C224 1.090
234 H 7.485 -2.780 -5.509  C226 1.090
235 H 8.963 -2.390 -4.602  C226 1.090
236 H 7.722 -1.253 -4.772  C226 1.090
237 H 6.599 -3.207 -1.054  N227 1.010
238 H 5.388 -2.102 -0.994  N227 1.010
239 C 3.087 0.289 3.887  C240 1.512, H245 1.090, H246 1.090, H247 1.090
240 C 2.619 1.498 4.666  C239 1.512, C241 1.549, N244 1.495, H248 1.090
241 C 1.092 1.519 4.923  C240 1.549, O242 1.440, H249 1.090, H250 1.090
242 O 0.697 2.591 5.800  C241 1.440, C243 1.417
243 C -0.675 2.670 6.147  O242 1.417, H251 1.090, H252 1.090, H253 1.090
244 N 3.488 1.542 5.881  C240 1.495, H254 1.010, H255 1.010
245 H 2.577 0.117 2.939  C239 1.090
246 H 2.937 -0.628 4.459  C239 1.090
247 H 4.154 0.353 3.676  C239 1.090
248 H 2.835 2.414 4.117  C240 1.090
249 H 0.853 0.573 5.408  C241 1.090
250 H 0.549 1.646 3.986  C241 1.090
251 H -0.877 3.512 6.809  C243 1.090
252 H -0.926 1.769 6.707  C243 1.090
253 H -1.276 2.753 5.242  C243 1.090
254 H 3.217 2.388 6.362  N244 1.010
255 H 4.418 1.612 5.494  N244 1.010

Results
**E_HOMO**: -8.77 eV
**Orbital gap**: 9.183 eV
**ΔE to the lowest compared entry with this formula, charge and spin**: 6.1306 eV